1.
Below is a 5-piece molecular cluster, C46H86N5O17 overall at a distorted geometry, with properties calculated with ωB97M-V/def2-TZVPD.

Last column: Löwdin charge in e.
Element x y z (Å)
C  3.181  3.218  0.056  0.035
C  2.547  2.141  -0.921  -0.463
O  1.353  1.988  -1.052  0.076
O  3.460  1.381  -1.663  -0.101
C  3.761  0.109  -1.029  -0.149
C  2.992  -1.029  -1.869  -0.144
C  1.710  -1.571  -1.096  -0.199
C  1.365  -3.018  -1.711  -0.195
C  1.403  -4.184  -0.631  -0.181
C  -0.063  -4.757  -0.325  -0.202
C  -0.576  -4.421  1.141  -0.163
C  -0.992  -2.903  1.270  -0.123
N  -2.332  -2.705  0.644  0.164
C  -2.817  -1.510  0.500  -0.219
N  -2.197  -0.273  0.842  0.132
C  -3.289  0.759  1.006  -0.034
C  -4.664  -0.006  0.725  -0.325
C  -5.835  0.759  0.003  -0.073
O  -7.032  -0.049  0.079  -0.078
C  -7.182  -0.890  -1.038  -0.244
C  -6.841  -2.345  -0.986  -0.028
C  -7.001  -3.247  -2.138  -0.070
C  -7.553  -2.686  -3.411  -0.072
C  -7.892  -1.256  -3.469  -0.062
C  -7.708  -0.332  -2.308  0.013
O  -5.122  -0.538  1.986  0.042
C  -5.617  0.419  2.803  -0.302
N  -5.927  1.240  3.574  0.231
N  -4.101  -1.133  -0.084  0.005
N  -3.648  -0.536  -1.309  0.132
C  -3.952  -1.247  -2.314  -0.202
O  -4.147  -1.851  -3.263  0.270
H  3.288  4.199  -0.494  0.105
H  4.185  2.818  0.357  0.088
H  2.513  3.305  0.960  0.091
H  4.867  -0.063  -1.158  0.129
H  3.515  0.060  0.068  0.132
H  2.747  -0.574  -2.867  0.110
H  3.747  -1.860  -1.998  0.114
H  1.889  -1.633  0.018  0.098
H  0.807  -0.920  -1.283  0.102
H  2.096  -3.234  -2.538  0.103
H  0.346  -2.951  -2.209  0.102
H  2.063  -5.032  -0.987  0.115
H  1.798  -3.773  0.339  0.098
H  -0.811  -4.498  -1.130  0.104
H  0.045  -5.888  -0.363  0.115
H  -1.507  -5.044  1.300  0.119
H  0.254  -4.678  1.850  0.127
H  -0.952  -2.504  2.325  0.141
H  -0.274  -2.265  0.664  0.121
H  -2.924  -3.481  0.316  0.188
H  -1.728  -0.416  1.748  0.139
H  -3.118  1.740  0.486  0.123
H  -3.131  1.050  2.092  0.147
H  -5.655  0.981  -1.082  0.138
H  -6.098  1.749  0.490  0.163
H  -6.422  -2.773  -0.038  0.102
H  -6.701  -4.322  -2.052  0.101
H  -7.679  -3.377  -4.282  0.102
H  -8.313  -0.871  -4.441  0.106
H  -7.965  0.747  -2.434  0.116
C  -0.640  3.679  0.546  -0.115
O  -0.443  4.989  0.059  -0.191
C  -0.429  5.036  -1.365  -0.192
C  -0.702  6.448  -1.856  -0.169
O  -2.087  6.791  -1.836  -0.131
C  -2.648  7.052  -0.551  -0.179
C  -2.209  8.384  0.036  -0.199
O  -0.920  8.265  0.624  -0.208
C  -0.293  9.521  0.792  -0.108
H  0.167  3.018  0.213  0.049
H  -0.643  3.718  1.637  0.093
H  -1.610  3.289  0.211  0.065
H  -1.184  4.354  -1.775  0.130
H  0.566  4.718  -1.699  0.115
H  -0.408  6.500  -2.908  0.128
H  -0.105  7.189  -1.322  0.124
H  -2.463  6.223  0.135  0.118
H  -3.728  7.097  -0.715  0.125
H  -2.909  8.687  0.824  0.127
H  -2.197  9.144  -0.753  0.130
H  -0.136  10.003  -0.179  0.089
H  0.680  9.357  1.255  0.088
H  -0.893  10.168  1.441  0.088
C  -5.051  -0.859  5.438  -0.121
O  -4.886  -2.186  5.893  -0.186
C  -4.863  -3.115  4.819  -0.199
C  -4.217  -4.421  5.251  -0.174
O  -2.790  -4.363  5.261  -0.147
C  -2.203  -3.630  6.337  -0.179
C  -2.282  -4.356  7.670  -0.200
O  -3.567  -4.180  8.251  -0.205
C  -3.841  -5.152  9.242  -0.103
H  -5.996  -0.746  4.906  0.067
H  -5.058  -0.203  6.309  0.102
H  -4.214  -0.563  4.794  0.075
H  -4.307  -2.698  3.968  0.110
H  -5.902  -3.301  4.518  0.132
H  -4.469  -5.182  4.507  0.125
H  -4.605  -4.771  6.209  0.125
H  -2.614  -2.621  6.397  0.120
H  -1.146  -3.530  6.072  0.122
H  -1.541  -3.936  8.362  0.129
H  -2.077  -5.422  7.518  0.129
H  -3.846  -6.155  8.801  0.089
H  -4.832  -4.951  9.649  0.091
H  -3.105  -5.099  10.049  0.090
C  4.149  1.277  -4.935  -0.098
O  2.966  1.854  -5.449  -0.190
C  2.272  2.625  -4.473  -0.197
C  1.315  3.598  -5.143  -0.170
O  1.961  4.768  -5.640  -0.132
C  2.735  4.599  -6.827  -0.173
C  1.886  4.419  -8.075  -0.198
O  1.435  3.074  -8.179  -0.207
C  0.326  2.950  -9.046  -0.112
H  3.921  0.604  -4.105  0.056
H  4.625  0.708  -5.733  0.093
H  4.843  2.059  -4.607  0.096
H  2.984  3.183  -3.852  0.127
H  1.706  1.930  -3.841  0.116
H  0.616  3.957  -4.383  0.116
H  0.720  3.115  -5.921  0.123
H  3.464  3.796  -6.711  0.121
H  3.298  5.530  -6.936  0.127
H  2.489  4.639  -8.965  0.128
H  1.030  5.103  -8.037  0.128
H  -0.525  3.522  -8.662  0.087
H  0.042  1.898  -9.087  0.087
H  0.585  3.289  -10.054  0.088
C  10.434  -2.429  0.196  -0.107
O  9.409  -2.528  1.164  -0.204
C  8.720  -1.299  1.347  -0.200
C  7.366  -1.539  1.995  -0.174
O  6.372  -1.987  1.072  -0.150
C  6.490  -3.342  0.639  -0.176
C  6.096  -4.349  1.708  -0.205
O  7.166  -4.549  2.619  -0.201
C  6.731  -5.118  3.837  -0.107
H  11.182  -1.689  0.498  0.089
H  10.915  -3.403  0.109  0.090
H  10.013  -2.163  -0.780  0.087
H  8.579  -0.796  0.382  0.127
H  9.332  -0.667  2.000  0.129
H  6.999  -0.580  2.369  0.125
H  7.437  -2.210  2.853  0.122
H  7.485  -3.542  0.237  0.124
H  5.785  -3.440  -0.192  0.118
H  5.873  -5.316  1.237  0.127
H  5.207  -3.989  2.239  0.123
H  6.028  -4.446  4.343  0.086
H  7.600  -5.251  4.480  0.092
H  6.262  -6.092  3.663  0.088

As for the largest force on an atom: 3.90 eV/Å. Its multiplicity is 1. For the HOMO-LUMO gap, the calculation gives 6.99 eV. As for the total charge: +1.

***

2.
Below is an isolated molecule of C18H21FN6O3 at a distorted geometry, with properties calculated with ωB97M-V/def2-TZVPD.

Last column: natural (NBO) charge in e.
Element x y z (Å)
C  1.199  -0.263  2.394  -0.407
N  0.522  -0.072  1.055  -0.478
C  -0.002  -1.247  0.413  -0.214
C  0.968  -2.408  0.434  -0.430
C  0.396  -3.497  -0.405  0.009
C  -0.923  -4.084  -0.120  -0.230
C  -1.320  -5.216  -0.880  -0.159
C  -0.509  -5.765  -1.915  -0.015
N  -0.925  -6.931  -2.540  0.506
O  -0.519  -7.170  -3.621  -0.346
O  -1.683  -7.790  -2.025  -0.413
C  0.633  -5.044  -2.302  -0.128
C  1.136  -4.002  -1.429  -0.223
C  0.368  1.225  0.327  0.305
N  -0.377  1.924  1.368  -0.639
C  -0.546  3.391  1.440  -0.103
C  -1.436  3.978  0.377  0.151
N  -0.895  4.458  -0.855  -0.449
C  -1.620  4.985  -1.815  0.237
N  -2.905  5.252  -1.552  -0.436
C  -3.482  4.863  -0.409  0.030
C  -2.758  4.196  0.622  0.311
F  -3.332  3.833  1.819  -0.320
C  0.908  4.006  1.423  -0.454
C  1.813  3.199  0.529  0.688
O  2.874  3.772  0.423  -0.616
N  1.570  1.902  0.203  -0.467
C  2.583  1.187  -0.557  -0.409
H  1.437  0.675  2.982  0.237
H  0.528  -0.905  2.894  0.188
H  2.113  -0.823  2.304  0.183
H  -0.767  -1.473  1.129  0.170
H  -0.486  -1.182  -0.523  0.216
H  1.117  -2.792  1.395  0.219
H  2.005  -2.068  0.110  0.213
H  -1.624  -3.652  0.719  0.239
H  -2.250  -5.794  -0.630  0.252
H  1.223  -5.290  -3.180  0.242
H  2.227  -3.791  -1.570  0.227
H  -0.194  1.157  -0.579  0.176
H  -1.238  1.357  1.585  0.383
H  -0.952  3.645  2.382  0.221
H  -1.016  5.221  -2.691  0.210
H  -4.498  5.120  -0.239  0.208
H  0.771  5.027  1.228  0.238
H  1.404  3.896  2.447  0.237
H  3.280  0.925  0.259  0.215
H  2.121  0.331  -0.961  0.198
H  3.057  1.735  -1.463  0.226

As for the largest force on an atom: 5.15 eV/Å. The SMILES is CN(CCc1ccc([N+](=O)[O-])cc1)[C@H]1N[C@H](c2ncncc2F)CC(=O)N1C. Its multiplicity is 1. For the HOMO-LUMO gap, the calculation gives 7.70 eV.

***

3.
Below is an isolated molecule of C4H8N2O2 at a distorted geometry, with properties calculated with ωB97M-V/def2-TZVPD.

Last column: natural (NBO) charge in e.
Element x y z (Å)
O  0.247  2.013  0.894  -0.595
C  0.922  0.987  1.199  0.082
C  0.759  -0.310  -0.031  0.122
C  -0.535  -1.490  -0.290  0.017
C  -0.928  -0.083  -0.230  0.031
N  -1.085  0.955  -1.172  -0.751
O  1.260  0.007  -1.151  -0.554
N  -0.796  -2.195  0.782  -0.573
H  2.058  1.130  1.220  0.181
H  0.613  0.449  2.134  0.168
H  -1.540  0.032  0.671  0.244
H  -0.523  -1.922  -1.294  0.215
H  -0.551  1.677  -0.551  0.414
H  -0.355  0.842  -1.898  0.396
H  -0.885  -3.198  0.701  0.362
H  1.449  -0.998  0.484  0.241

As for the largest force on an atom: 6.58 eV/Å. Its multiplicity is 1. For the HOMO-LUMO gap, the calculation gives 7.24 eV.

***

For reference, energy above the lowest of the compared OMol25 structures with the same formula, charge and spin by record: 0.0 26.4 188.8 kcal/mol.
For reference, DFT total energy by record: -91334.846 -36800.684 -11345.927 eV.